Entry 1:
The following is a DFT calculation (ωB97M-V/def2-TZVPD) of the molecule C6H14O.

The calculation puts the frontier orbital gap at 10.930 eV. As for the SMILES: CCCCCOC.

```
21
Properties=species:S:1:pos:R:3:lowdin_charge:R:1
C -3.49187 -0.03049 -0.39287 -0.12
C -2.24018 -0.34698 0.42091 -0.28
C -0.94287 -0.17719 -0.36880 -0.24
C 0.29698 -0.39140 0.49596 -0.19
C 1.59640 -0.08075 -0.22683 -0.26
O 2.61686 0.03045 0.73559 -0.19
C 3.77238 0.64026 0.23148 -0.13
H -4.39702 -0.15295 0.21153 0.07
H -3.57843 -0.68993 -1.26444 0.07
H -3.47251 1.00312 -0.75886 0.07
H -2.20400 0.30682 1.30321 0.11
H -2.29822 -1.37369 0.80646 0.11
H -0.93587 -0.86743 -1.22499 0.12
H -0.91074 0.83660 -0.79485 0.11
H 0.32627 -1.41786 0.88276 0.12
H 0.25552 0.27122 1.36884 0.12
H 1.84533 -0.85948 -0.96954 0.13
H 1.49746 0.87133 -0.77788 0.12
H 4.24454 0.04268 -0.56409 0.09
H 4.47202 0.74671 1.06421 0.09
H 3.54795 1.63895 -0.17781 0.09
```

Entry 2:
The following is a DFT calculation (ωB97M-V/def2-TZVPD) of the ion C5H9N2 with charge +1.

The calculation puts the frontier orbital gap at 10.515 eV. As for the SMILES: C1=NC[C@@H]1[NH+]1CC1. Its total charge is +1.

```
16
Properties=species:S:1:pos:R:3:lowdin_charge:R:1
C -1.68329 1.00989 0.08794 -0.11
N -2.63429 0.16550 0.13305 0.06
C -1.86066 -1.03913 -0.03746 0.00
C -0.50526 0.13459 -0.44682 -0.14
N 0.61821 0.15740 0.39468 -0.08
C 1.67589 -0.71409 -0.01242 -0.02
C 1.85177 0.73170 -0.10598 0.01
H -1.63731 2.02833 0.30447 0.10
H -2.20465 -1.85912 -0.58040 0.08
H -1.60482 -1.27455 0.99246 0.10
H -0.30565 0.47527 -1.54162 0.19
H 0.37703 0.38014 1.42589 0.26
H 1.47955 -1.24746 -0.99913 0.18
H 2.17335 -1.26029 0.75534 0.14
H 2.59837 1.08067 0.56534 0.14
H 1.66175 1.23116 -0.93536 0.09
```

Entry 3:
The following is a DFT calculation (ωB97M-V/def2-TZVPD) of the molecule C5H7NO.

The calculation puts the frontier orbital gap at 9.128 eV. As for the SMILES: Cc1cocc1N.

```
14
Properties=species:S:1:pos:R:3:lowdin_charge:R:1
C 1.28252 -0.94147 -0.89162 -0.05
C 0.39551 0.15767 -0.41252 -0.23
C 0.24639 1.38373 -0.96091 -0.09
O -0.80347 2.03780 -0.40744 -0.02
C -1.34663 1.20588 0.53240 -0.07
C -0.60857 0.06900 0.63279 -0.28
N -0.59209 -0.98106 1.56738 0.09
H 2.08679 -0.54313 -1.52194 0.08
H 0.68621 -1.62605 -1.51408 0.08
H 1.70625 -1.51829 -0.06026 0.08
H 0.83852 1.92888 -1.68754 0.13
H -2.24645 1.58599 0.99938 0.12
H -0.72114 -1.91655 1.21458 0.08
H -0.92384 -0.84238 2.50977 0.08
```

Entry 4:
The following is a DFT calculation (ωB97M-V/def2-TZVPD) of a cluster of 4 separate species, C2H10O2S2 in total.

The calculation puts the frontier orbital gap at 5.695 eV.

```
16
Properties=species:S:1:pos:R:3:lowdin_charge:R:1
C 1.53080 -0.62450 -1.07335 -0.24
C 1.00060 0.72288 -0.68184 -0.82
S -0.24193 1.22229 -1.76462 0.81
S 0.86853 -0.43858 1.90474 0.51
H 0.69561 -1.29500 -0.91332 0.06
H 2.37075 -0.97466 -0.48730 0.05
H 1.90097 -0.61841 -2.09799 0.08
H 1.79010 1.48163 -0.63213 0.08
H 0.55478 0.72293 0.40390 -0.04
H 2.20435 -0.37711 1.81713 -0.22
H -2.22588 -0.62140 0.03848 -0.02
H -1.64188 -0.36071 -1.35321 -0.10
O -2.09994 -1.03716 -0.82044 -0.11
H -2.85790 0.99605 2.30165 0.07
H -1.49732 0.46120 1.84983 -0.05
O -2.35165 0.74055 1.50850 -0.07
```

Entry 5:
The following is a DFT calculation (ωB97M-V/def2-TZVPD) of a structure of composition C37H31BeFN2O2Te.

The calculation puts the frontier orbital gap at 4.858 eV.

```
75
Properties=species:S:1:pos:R:3:lowdin_charge:R:1
Be 1.45825 -0.48624 -0.42170 0.00
C -2.92268 4.47746 -0.53254 -0.07
C -1.97428 3.33352 -0.73883 -0.28
C -2.32358 2.34609 -1.69910 0.02
C -1.41645 1.29474 -1.94896 -0.07
C -1.65624 0.38943 -3.16415 -0.31
O -0.98980 0.36063 -4.14653 0.15
C -2.79768 -0.57105 -2.89135 -0.11
C -3.90542 -0.38183 -1.98792 -0.03
C -4.83301 -1.36521 -1.76615 -0.09
C -4.68736 -2.59152 -2.41635 -0.09
C -3.70514 -2.76034 -3.35917 -0.08
C -2.82782 -1.72981 -3.66260 -0.02
C -0.22328 1.22836 -1.20047 -0.23
O 0.54944 0.18976 -1.50886 -0.08
C 0.07927 2.16349 -0.17677 -0.06
C -0.83303 3.24897 0.03252 0.01
C 1.29000 1.97653 0.63261 -0.12
N 2.10083 1.01776 0.29420 0.08
C 3.47998 1.00389 0.75234 -0.28
C 3.71241 0.49746 2.16481 -0.42
Te 3.35169 -1.67619 2.41725 1.28
C 1.15582 -1.68049 2.36141 -0.66
C -0.08456 -2.53693 0.99853 -0.12
C -0.79600 -1.10301 1.04656 -0.12
C -1.36609 -0.56076 2.20784 0.02
C -0.63261 -0.36716 3.41388 -0.04
C 0.62116 -0.98728 3.56224 -0.02
C 1.53412 2.92938 1.80159 -0.15
C 0.44281 3.12941 2.71459 -0.04
C 0.67431 3.83303 3.89695 -0.05
C 1.91427 4.51883 3.94701 -0.07
C 2.95812 4.33894 3.02134 -0.07
C 2.74435 3.59860 1.87840 -0.07
H -3.84383 4.07902 -0.04125 0.09
H -3.31082 4.82685 -1.49840 0.08
H -2.59791 5.29754 0.07908 0.07
H -3.31846 2.36443 -2.24388 0.14
H -3.99710 0.58283 -1.49681 0.09
H -5.55437 -1.16582 -0.98959 0.10
H -5.35041 -3.41762 -2.13861 0.11
H -3.60503 -3.70329 -3.86810 0.10
H -2.20349 -1.73313 -4.54232 0.12
H -0.64226 4.03259 0.82086 0.13
H 3.95520 2.04889 0.67344 0.12
H 3.94533 0.35571 0.06028 0.08
H 3.02269 0.94542 2.95430 0.07
H 4.75392 0.60174 2.45683 0.04
H -0.42052 -3.28780 0.28500 0.17
H -1.36514 -0.83506 0.11798 0.16
H -2.40133 -0.33862 2.13095 0.11
H -1.01876 0.31388 4.13927 0.09
H 1.22497 -1.03065 4.46962 0.09
H -0.43793 2.52135 2.54874 0.10
H 0.01186 3.93027 4.73604 0.10
H 2.01262 5.27563 4.71954 0.10
H 3.94299 4.85122 3.11239 0.12
H 3.37547 3.65182 0.97913 0.13
N 0.37263 -2.96331 2.28853 0.09
C 0.70337 -1.32684 0.94289 -0.21
H 0.91998 -3.81978 2.36922 0.13
F 0.07189 -6.34512 -2.64675 0.04
C 0.69410 -5.17327 -2.41097 -0.31
C 1.51331 -5.03056 -1.29464 -0.05
C 2.23140 -3.87388 -1.00506 -0.06
C 1.97153 -2.71297 -1.75908 -0.30
C 2.53876 -1.39584 -1.49692 -0.14
C 1.11773 -2.84800 -2.89078 -0.04
C 0.44658 -4.03287 -3.20039 -0.02
H 1.45832 -5.86065 -0.56241 0.12
H 2.93835 -3.75439 -0.19917 0.08
H 2.34681 -0.73705 -2.35809 0.07
H 3.56681 -1.40721 -1.20710 0.04
H 1.06091 -1.89803 -3.47678 0.12
H -0.22198 -4.06588 -4.07961 0.11
```

Looking at HOMO level for the records above, in order, we have -9.788, -14.214, -8.136, -9.354, -6.616 eV.
Looking at energy relative to the best compared isomer or geometry (same formula, charge and spin) for the records above, in order, we have 17.15, 138.59, 23.51, 96.58, 97.78 kcal per mole.